# 1
Density functional theory data (ωB97M-V/def2-TZVPD) for a molecular structure, C60H52FGeNO2P3RbS.

Results
* E: -167218.149 eV
* Kohn-Sham gap (alpha / beta): 5.375 / 3.126 eV
* largest force on an atom: 8.373 eV/A
* relative energy (zero: lowest compared OMol25 entry of this formula, charge and spin): 0.0 kJ/mol

ORCA input file:
```
! RIJCOSX wB97M-V def2-TZVPD def2/J DEFGRID3
* xyz -2 1
Rb 0.229 -2.783 0.427
F 3.214 3.273 -1.249
Ge 2.005 2.136 -0.817
C 3.060 1.192 0.764
C 3.120 2.010 1.914
C 3.487 1.483 3.077
C 3.968 0.170 3.149
C 3.993 -0.516 1.959
C 3.530 -0.050 0.737
P 3.537 -1.152 -0.630
C 5.059 -0.733 -1.377
C 5.948 0.338 -1.224
C 6.914 0.756 -2.097
C 7.155 -0.220 -3.358
C 6.432 -1.288 -3.539
C 5.370 -1.622 -2.552
C 4.289 -2.754 0.112
C 3.390 -3.625 0.685
C 3.839 -4.780 1.340
C 5.227 -5.071 1.513
C 6.126 -4.187 0.910
C 5.672 -3.077 0.099
C 1.564 1.393 -2.558
C 2.583 0.777 -3.144
C 2.426 0.195 -4.540
C 1.193 0.442 -5.241
C 0.095 0.792 -4.406
C 0.258 1.365 -3.125
P -1.013 2.694 -2.745
C -2.704 2.157 -3.041
C -3.713 3.086 -2.704
C -5.014 2.791 -2.615
C -5.438 1.546 -3.049
C -4.484 0.560 -3.469
C -3.148 0.758 -3.398
C -0.597 3.831 -3.965
C -1.514 4.623 -4.501
C -1.360 6.009 -4.764
C -0.036 6.651 -4.752
C 1.079 5.680 -4.403
C 0.801 4.423 -4.211
C 0.564 3.251 -0.110
C 0.703 4.660 -0.142
C -0.468 5.417 0.054
C -1.610 4.782 0.580
C -1.605 3.497 1.100
C -0.545 2.750 0.474
P -0.476 0.943 0.647
C -2.228 0.168 0.864
C -2.355 -0.736 -0.248
C -3.594 -1.399 -0.311
C -4.481 -1.385 0.678
C -4.051 -0.846 1.914
C -2.921 0.078 1.978
C 0.117 0.705 2.300
C 0.021 -0.607 2.800
C 0.304 -0.868 4.207
C 0.456 0.182 5.093
C 0.557 1.490 4.559
C 0.471 1.824 3.200
H 2.685 2.936 2.131
H 3.622 2.075 3.949
H 4.148 -0.235 4.134
H 3.866 -1.588 1.950
H 5.781 1.041 -0.384
H 7.539 1.588 -2.033
H 7.998 -0.009 -3.919
H 6.526 -1.769 -4.467
H 4.987 -2.629 -2.954
H 0.189 7.522 -4.021
H 3.152 -5.477 1.818
H 5.464 -6.085 1.996
H 7.233 -4.348 0.680
H 6.438 -2.675 -0.520
H 3.603 0.521 -2.786
H 3.230 -0.266 -5.269
H 0.823 0.213 -6.288
H -0.926 0.993 -5.181
H -3.401 3.881 -2.136
H -5.701 3.474 -2.010
H -6.597 1.321 -2.902
H -4.961 -0.312 -3.849
H -2.545 0.011 -3.476
H -2.475 4.161 -4.811
H -2.386 6.484 -5.133
H 0.191 7.018 -5.686
H 2.011 6.032 -4.189
H 1.776 3.992 -3.795
H 1.668 4.921 -0.508
H -0.432 6.495 0.014
H -2.360 5.340 0.819
H -2.542 2.829 1.255
H -1.441 -0.768 -1.134
H -3.740 -1.881 -1.339
H -5.206 -2.090 0.567
H -4.807 -1.133 2.767
H -3.053 0.799 2.880
H -9.422 -6.553 -1.709
H 0.449 -1.742 4.703
H 0.267 -0.056 6.121
H 1.183 2.330 5.226
H 0.717 2.692 2.640
O -3.914 -4.539 7.371
C -2.806 -5.074 6.824
C -3.052 -5.046 5.197
C -2.702 -3.882 4.515
C -2.956 -3.619 3.193
C -3.734 -4.600 2.507
C -4.095 -5.727 3.183
N -3.796 -5.928 4.578
H -1.767 -2.840 -3.050
H -2.697 -6.142 7.122
H -1.815 -4.492 7.093
H -2.175 -3.039 4.995
H -2.820 -2.664 2.659
H -4.033 -4.461 1.449
H -4.858 -6.426 2.886
O -6.606 -4.756 8.236
H -7.012 -5.300 7.505
H -6.013 -4.217 7.791
S -2.887 -2.683 -3.819
H -9.216 -6.795 -2.237
*
```

Löwdin atomic charge list, values in e, 5 entries: atom 1 (Rb): 0.5091, atom 2 (F): -0.2679, atom 3 (Ge): 0.9190, atom 4 (C): -0.2131, atom 5 (C): -0.1341

=====

# 2
Density functional theory data (ωB97M-V/def2-TZVPD) for H3N5 in the gas phase.

Results
* E: -7493.873 eV
* Kohn-Sham gap: 10.374 eV
* largest force on an atom: 4.501 eV/A
* relative energy (zero: lowest compared OMol25 entry of this formula, charge and spin): 77.5 kJ/mol

ORCA input file:
```
! RIJCOSX wB97M-V def2-TZVPD def2/J DEFGRID3
* xyz 0 1
N -1.606 -0.209 0.050
N -1.457 1.005 0.071
N -0.675 -1.074 0.199
N -0.024 1.341 0.074
N 0.751 0.212 0.209
H -0.402 -1.592 -0.604
H 0.280 1.546 -0.967
H 1.015 0.164 1.232
*
```

natural (NBO) atomic charge list, values in e, 5 entries: atom 1 (N): 0.0409, atom 2 (N): -0.0226, atom 3 (N): -0.3391, atom 4 (N): -0.3503, atom 5 (N): -0.4100

=====

# 3
Density functional theory data (ωB97M-V/def2-TZVPD) for C13H19B in the gas phase.

Results
* E: -14462.367 eV
* SMILES string: Cc1ccc(B2C(C)(C)C2(C)C)cc1
* Kohn-Sham gap: 8.155 eV
* largest force on an atom: 4.711 eV/A
* relative energy (zero: lowest compared OMol25 entry of this formula, charge and spin): 31.6 kJ/mol

ORCA input file:
```
! RIJCOSX wB97M-V def2-TZVPD def2/J DEFGRID3
* xyz 0 1
B -0.555 0.069 0.137
C 1.641 0.823 -0.745
C 1.650 -1.132 0.598
C 3.015 0.767 -0.847
C 3.032 -1.112 0.648
C 0.954 -0.058 0.009
C 3.712 -0.128 -0.045
C -2.028 0.779 0.131
C -1.942 -0.732 -0.004
C 5.215 0.185 0.036
C -2.406 1.734 -1.053
C -2.649 1.367 1.456
C -2.504 -1.728 0.954
C -2.113 -1.317 -1.362
H 0.976 1.577 -1.239
H 1.216 -1.925 1.100
H 3.527 1.430 -1.547
H 3.619 -1.720 1.210
H 5.330 0.889 0.916
H 5.862 -0.627 0.241
H 5.350 0.623 -0.948
H -3.445 1.500 -1.464
H -1.641 1.714 -1.794
H -2.375 2.650 -0.555
H -3.812 1.315 1.266
H -2.543 2.480 1.554
H -2.681 0.778 2.414
H -3.237 -1.254 1.652
H -1.822 -2.077 1.774
H -2.851 -2.624 0.550
H -3.207 -1.477 -1.441
H -1.440 -2.230 -1.535
H -1.846 -0.540 -2.068
*
```

natural (NBO) atomic charge list, values in e, 5 entries: atom 1 (B): 0.9067, atom 2 (C): -0.1311, atom 3 (C): -0.0728, atom 4 (C): -0.2375, atom 5 (C): -0.2527

=====

# 4
Density functional theory data (ωB97M-V/def2-TZVPD) for C7H17N in the gas phase.

Results
* E: -9023.845 eV
* SMILES string: CCCN(C)C(C)C
* Kohn-Sham gap: 9.115 eV
* largest force on an atom: 1.453 eV/A
* relative energy (zero: lowest compared OMol25 entry of this formula, charge and spin): 133.2 kJ/mol

ORCA input file:
```
! RIJCOSX wB97M-V def2-TZVPD def2/J DEFGRID3
* xyz 0 1
C -0.312 0.255 2.079
C -1.384 1.180 2.618
C 0.148 0.574 0.646
N -0.272 -0.431 -0.305
C -1.673 -0.319 -0.699
C 1.420 0.628 -1.870
C 0.637 -0.629 -1.480
C 1.568 -1.823 -1.193
H 0.537 0.250 2.770
H -0.555 -0.815 2.117
H -0.972 2.162 2.833
H -2.265 1.284 1.990
H -1.723 0.817 3.587
H -0.355 1.523 0.407
H 1.229 0.658 0.574
H -2.169 -1.271 -0.555
H -1.760 0.055 -1.718
H -2.272 0.364 -0.084
H 2.432 0.700 -1.477
H 0.842 1.537 -1.730
H 1.636 0.509 -2.944
H -0.028 -0.830 -2.315
H 1.327 -2.672 -1.830
H 1.345 -2.154 -0.179
H 2.621 -1.552 -1.241
*
```

natural (NBO) atomic charge list, values in e, 5 entries: atom 1 (C): -0.4203, atom 2 (C): -0.6095, atom 3 (C): -0.2142, atom 4 (N): -0.4636, atom 5 (C): -0.4170

=====

# 5
Density functional theory data (ωB97M-V/def2-TZVPD) for 2 unconnected molecules or ions with the total composition CH2FPS.

Results
* E: -23908.217 eV
* Kohn-Sham gap: 7.729 eV
* largest force on an atom: 6.472 eV/A
* relative energy (zero: lowest compared OMol25 entry of this formula, charge and spin): 243.4 kJ/mol

ORCA input file:
```
! RIJCOSX wB97M-V def2-TZVPD def2/J DEFGRID3
* xyz 0 1
C 0.565 -0.436 -0.018
F -0.648 1.638 0.580
P -0.714 0.494 -0.607
S 0.829 -2.013 0.251
H 1.891 0.359 -0.232
H -1.923 -0.043 0.026
*
```

natural (NBO) atomic charge list, values in e, 5 entries: atom 1 (C): -0.7704, atom 2 (F): -0.5753, atom 3 (P): 1.0222, atom 4 (S): 0.1728, atom 5 (H): 0.2068

=====

# 6
Density functional theory data (ωB97M-V/def2-TZVPD) for 2 unconnected molecules or ions with the total composition C4H15N2O.

Results
* E: -9411.437 eV
* Kohn-Sham gap: 9.549 eV
* largest force on an atom: 4.702 eV/A
* relative energy (zero: lowest compared OMol25 entry of this formula, charge and spin): 214.7 kJ/mol

ORCA input file:
```
! RIJCOSX wB97M-V def2-TZVPD def2/J DEFGRID3
* xyz 1 1
N 0.736 -0.838 -1.266
C 0.699 -0.332 0.244
C 1.951 -0.876 0.891
C -0.646 -0.724 0.821
N -1.129 0.368 1.630
C -2.094 1.172 0.905
H 1.270 -0.233 -1.901
H 1.368 -1.679 -1.368
H -0.219 -1.113 -1.627
H 0.893 0.742 0.101
H 2.735 -0.162 0.924
H 2.389 -1.761 0.482
H 1.793 -1.087 1.927
H -1.324 -1.205 0.146
H -0.325 -1.560 1.596
H -1.460 -0.001 2.554
H -2.182 2.201 1.498
H -1.832 1.371 -0.220
H -3.114 0.742 1.005
H 0.482 1.729 -3.493
H -0.125 1.981 -2.127
O 0.135 1.264 -2.721
*
```

natural (NBO) atomic charge list, values in e, 5 entries: atom 1 (N): -0.7164, atom 2 (C): -0.0127, atom 3 (C): -0.6536, atom 4 (C): -0.2548, atom 5 (N): -0.6369

=====

# 7
Density functional theory data (ωB97M-V/def2-TZVPD) for a molecular structure, C4H8ClN.

Results
* E: -18286.595 eV
* Kohn-Sham gap: 9.030 eV
* largest force on an atom: 6.810 eV/A
* relative energy (zero: lowest compared OMol25 entry of this formula, charge and spin): 306.5 kJ/mol

ORCA input file:
```
! RIJCOSX wB97M-V def2-TZVPD def2/J DEFGRID3
* xyz 0 1
C -1.460 1.712 -0.304
C -0.976 0.558 0.097
C 1.089 -0.381 -1.179
C 0.634 -0.938 1.270
N 0.264 0.268 0.498
Cl -2.170 -0.778 0.293
H -2.480 1.797 -0.417
H -0.681 2.397 -0.540
H 0.623 -1.300 -1.320
H 0.839 0.476 -1.876
H 2.128 -0.121 -0.997
H 1.755 -1.247 1.237
H 0.303 -0.670 2.244
H 0.132 -1.773 0.994
*
```

natural (NBO) atomic charge list, values in e, 5 entries: atom 1 (C): -0.4686, atom 2 (C): 0.1837, atom 3 (C): -0.4001, atom 4 (C): -0.4126, atom 5 (N): -0.4418

=====

# 8
Density functional theory data (ωB97M-V/def2-TZVPD) for C2H7N3S in the gas phase.

Results
* E: -17491.013 eV
* SMILES string: CN(S)/C=N/N
* Kohn-Sham gap: 8.378 eV
* largest force on an atom: 3.763 eV/A
* relative energy (zero: lowest compared OMol25 entry of this formula, charge and spin): 183.2 kJ/mol

ORCA input file:
```
! RIJCOSX wB97M-V def2-TZVPD def2/J DEFGRID3
* xyz 0 1
C -1.267 -1.314 0.405
C 0.303 0.439 -0.292
H -0.365 -1.654 0.901
H -1.539 -1.915 -0.423
H -2.061 -1.241 1.155
H -2.101 1.852 0.839
H 0.461 1.445 -0.780
H 2.549 1.218 -0.955
H 3.261 -0.275 -0.268
N -0.965 0.030 -0.087
N 1.389 -0.185 0.024
N 2.583 0.468 -0.225
S -2.249 1.133 -0.294
*
```

natural (NBO) atomic charge list, values in e, 5 entries: atom 1 (C): -0.4125, atom 2 (C): 0.1997, atom 3 (H): 0.2311, atom 4 (H): 0.1987, atom 5 (H): 0.2070

=====

# 9
Density functional theory data (ωB97M-V/def2-TZVPD) for a molecular structure, C37H37IIrN6O2P.

Results
* E: -72218.303 eV
* Kohn-Sham gap (alpha / beta): 6.816 / 5.687 eV
* largest force on an atom: 0.807 eV/A
* relative energy (zero: lowest compared OMol25 entry of this formula, charge and spin): 83.3 kJ/mol

ORCA input file:
```
! RIJCOSX wB97M-V def2-TZVPD def2/J DEFGRID3
* xyz 2 5
Ir 0.476 0.593 0.347
C -4.108 1.729 1.561
C -3.674 2.403 0.308
N -4.546 3.042 -0.415
C -4.187 3.663 -1.543
C -2.880 3.668 -2.045
C -2.629 4.367 -3.373
O -1.551 5.286 -3.378
C -1.903 2.972 -1.334
C -0.552 2.928 -1.871
N 0.317 1.983 -1.792
C 1.366 2.048 -2.748
C 1.243 2.808 -3.928
C 2.263 2.905 -4.853
C 3.452 2.219 -4.658
C 3.577 1.397 -3.552
C 2.540 1.305 -2.641
I 2.786 -0.129 -1.111
C -2.270 2.320 -0.108
O -1.456 1.722 0.626
H -5.190 1.784 1.643
H -3.653 2.229 2.421
H -3.772 0.694 1.576
H -4.979 4.202 -2.052
H -3.554 4.854 -3.688
H -2.392 3.607 -4.122
H -1.807 6.095 -2.921
H -0.327 3.788 -2.492
H 0.319 3.325 -4.146
H 2.121 3.507 -5.740
H 4.261 2.287 -5.371
H 4.481 0.821 -3.405
N -1.812 -1.620 1.218
P -0.833 -1.462 -0.161
C -0.618 -3.216 -0.584
C 0.077 -4.018 0.324
C 0.234 -5.370 0.074
C -0.288 -5.925 -1.087
C -0.974 -5.130 -1.993
C -1.137 -3.773 -1.750
C -1.895 -0.825 -1.493
C -3.271 -0.670 -1.361
C -4.014 -0.146 -2.410
C -3.386 0.221 -3.591
C -2.014 0.056 -3.734
C -1.269 -0.462 -2.687
C -1.652 -0.880 2.377
C -2.516 -1.048 3.464
C -2.364 -0.230 4.562
C -1.353 0.728 4.572
C -0.518 0.796 3.478
N -0.656 0.001 2.412
H -2.422 -2.422 1.284
H 0.483 -3.578 1.229
H 0.768 -5.992 0.780
H -0.160 -6.980 -1.287
H -1.388 -5.560 -2.895
H -1.677 -3.164 -2.460
H -3.762 -0.974 -0.445
H -5.088 -0.045 -2.309
H -3.972 0.620 -4.410
H -1.528 0.324 -4.664
H -0.198 -0.602 -2.795
H -3.294 -1.799 3.431
H -3.029 -0.328 5.410
H -1.207 1.392 5.411
H 0.307 1.495 3.446
N 2.044 0.578 1.943
C 2.874 0.073 2.583
N 3.785 -0.468 3.321
C 3.446 -1.442 4.372
C 4.126 -2.771 4.060
C 5.636 -2.564 3.928
C 5.947 -1.531 2.842
C 5.221 -0.216 3.114
H 2.363 -1.540 4.433
H 3.814 -1.049 5.323
H 3.722 -3.169 3.124
H 3.899 -3.485 4.852
H 6.123 -3.509 3.689
H 6.040 -2.225 4.887
H 5.643 -1.916 1.865
H 7.018 -1.333 2.802
H 5.343 0.480 2.286
H 5.612 0.251 4.022
*
```

Löwdin atomic charge list, values in e, 5 entries: atom 1 (Ir): 0.8758, atom 2 (C): 0.0171, atom 3 (C): -0.2102, atom 4 (N): 0.1543, atom 5 (C): -0.0082

=====

# 10
Density functional theory data (ωB97M-V/def2-TZVPD) for 2 unconnected molecules or ions with the total composition S2.

Results
* E: -21662.604 eV
* Kohn-Sham gap: 4.620 eV
* largest force on an atom: 3.644 eV/A
* relative energy (zero: lowest compared OMol25 entry of this formula, charge and spin): 616.8 kJ/mol

ORCA input file:
```
! RIJCOSX wB97M-V def2-TZVPD def2/J DEFGRID3
* xyz 0 1
S -0.881 -1.179 0.674
S 0.881 1.179 -0.674
*
```

And the natural (NBO) charges, in e, turn out to be: atom 1 (S): 0.0000, atom 2 (S): 0.0000

=====

# 11
Density functional theory data (ωB97M-V/def2-TZVPD) for C5H7N in the gas phase.

Results
* E: -6785.459 eV
* Kohn-Sham gap: 7.492 eV
* largest force on an atom: 0.597 eV/A
* relative energy (zero: lowest compared OMol25 entry of this formula, charge and spin): 294.6 kJ/mol

ORCA input file:
```
! RIJCOSX wB97M-V def2-TZVPD def2/J DEFGRID3
* xyz 0 1
C -1.418 0.650 -0.075
C -1.280 -0.854 -0.042
C -0.017 1.042 -0.333
N 0.797 0.014 -0.059
C 2.073 -0.013 0.299
C 0.006 -1.183 -0.010
H -1.774 1.049 0.901
H -2.104 1.034 -0.833
H -2.097 -1.545 -0.137
H 0.292 2.030 -0.617
H 2.471 0.948 0.563
H 2.591 -0.958 0.387
H 0.545 -2.122 0.075
*
```

natural (NBO) atomic charge list, values in e, 5 entries: atom 1 (C): -0.4737, atom 2 (C): -0.1742, atom 3 (C): -0.1637, atom 4 (N): -0.2413, atom 5 (C): -0.3913

=====

# 12
Density functional theory data (ωB97M-V/def2-TZVPD) for CBrNOS in the gas phase.

Results
* E: -85451.501 eV
* SMILES string: O=C=NSBr
* Kohn-Sham gap: 8.600 eV
* largest force on an atom: 1.477 eV/A
* relative energy (zero: lowest compared OMol25 entry of this formula, charge and spin): 0.0 kJ/mol

ORCA input file:
```
! RIJCOSX wB97M-V def2-TZVPD def2/J DEFGRID3
* xyz 0 1
C 0.490 -0.244 0.006
N -0.482 0.438 -0.074
O 1.495 -0.812 0.072
S -1.929 1.244 0.050
Br -3.384 -0.303 -0.011
*
```

And the natural (NBO) charges, in e, turn out to be: atom 1 (C): 0.8733, atom 2 (N): -0.7611, atom 3 (O): -0.5009, atom 4 (S): 0.4344, atom 5 (Br): -0.0457

=====

Question: E of number 8 (C2H7N3S)?
Answer: -17491.013 eV

=====

Question: Number 7 is which compound?
Answer: C4H8ClN

=====

Question: relative energy (zero: lowest compared OMol25 entry of this formula, charge and spin) of number 11 (C5H7N)?
Answer: 294.6 kJ/mol

=====

Question: What is the E in the second record?
Answer: -7493.873 eV